1.
Entry from OMol25: a molecular structure, C37H31BrN6O4Pt in a non-equilibrium geometry (wB97M-V/def2-TZVPD).

For the HOMO energy (alpha / beta), the calculation gives -6.20 / -7.40 eV. The expectation value of S² is 2.10. For the LUMO energy (alpha / beta), the calculation gives 0.33 / -0.47 eV. The value obtained for the molar mass is 898.67 g/mol. As for the HOMO-LUMO gap (alpha / beta): 6.532 / 6.933 eV.

```
! RIJCOSX wB97M-V def2-TZVPD def2/J DEFGRID3
* xyz 0 3
C -0.866 5.449 2.941
C 0.305 -2.199 -4.455
H -2.929 0.138 4.868
N 0.975 -1.153 0.179
C -3.091 2.783 2.008
C 2.831 -3.435 -4.532
N 0.659 -3.214 -0.820
N -3.383 4.464 3.766
H -3.840 4.552 1.043
C -2.393 1.924 -0.497
C -3.350 3.600 0.901
H 0.043 -3.237 -4.676
H -2.054 1.576 -1.468
H 4.042 1.776 2.055
H 0.740 -1.730 -5.342
C 4.376 -3.404 -2.235
O 1.178 -2.120 -3.342
C -3.262 2.188 4.382
H 4.437 -4.527 -5.420
C 0.247 7.168 1.706
H 1.948 -0.805 4.298
H 0.761 -0.136 3.175
C 2.578 0.414 1.349
H 4.094 3.137 -0.013
H -3.219 3.780 -1.230
H 3.330 -1.506 -0.621
H 1.255 5.534 2.661
H 2.605 2.532 -1.910
C -2.111 6.067 2.692
C 1.769 0.037 0.257
H -3.554 -2.094 0.651
H -1.357 -7.059 -1.789
C 1.650 -0.783 3.251
C -3.017 3.167 -0.363
H 0.325 -7.089 -2.365
C 1.406 -2.129 -0.569
N -2.204 1.108 0.514
C -0.732 -3.349 -0.697
H 5.837 -4.482 -3.374
C -2.934 0.887 4.087
H -3.072 -5.473 -1.939
Pt -0.795 -1.004 1.127
C -3.273 3.200 3.392
C 2.350 -2.794 -3.398
O 2.738 -0.223 2.543
C 3.409 1.530 1.213
C -2.569 0.476 2.791
C -2.651 -4.648 -1.378
H 1.416 -1.794 2.928
H 4.968 -3.386 -1.329
H -4.535 -3.956 -0.638
C -3.465 -3.796 -0.645
C 3.126 -2.804 -2.224
C -2.914 -2.744 0.069
H 1.074 -3.932 -1.396
C -1.288 -4.428 -1.395
C -0.966 7.795 1.438
C -2.604 1.479 1.749
H -0.592 -1.660 -4.164
H -3.087 7.731 1.755
C -2.131 7.261 1.943
Br 1.855 7.917 1.029
H -0.031 -6.670 -0.670
H 1.163 0.532 -1.721
O -2.278 -0.773 2.537
C 1.796 0.833 -0.895
N 2.689 -2.157 -1.043
H 2.244 -3.443 -5.439
C 0.301 6.003 2.460
H -0.838 4.531 3.514
C 2.607 1.942 -1.003
H -3.495 2.481 5.398
C -0.377 -6.585 -1.704
C 4.860 -4.019 -3.380
N -3.300 5.554 3.097
O -0.415 -5.224 -2.118
H -0.992 8.688 0.829
C 4.079 -4.042 -4.522
C -1.542 -2.507 0.060
C 3.435 2.282 0.058
*
```

2.
Entry from OMol25: a molecular structure, C37H31N4ReTe (wB97M-V/def2-TZVPD).

For the HOMO energy (alpha / beta), the calculation gives -16.96 / -17.00 eV. The expectation value of S² is 0.76. For the LUMO energy (alpha / beta), the calculation gives -10.59 / -10.66 eV. The value obtained for the molar mass is 845.49 g/mol. As for the HOMO-LUMO gap (alpha / beta): 6.366 / 6.347 eV.

```
! RIJCOSX wB97M-V def2-TZVPD def2/J DEFGRID3
* xyz 3 2
C 0.517 -1.726 -1.908
C -0.108 0.053 4.879
C 0.705 -2.281 -3.149
C -1.202 -1.822 3.897
H 2.284 0.349 -4.553
H 1.167 3.558 -0.475
H 1.204 2.240 4.337
H 6.061 4.594 2.944
C -1.424 -3.506 1.406
H 6.437 0.710 -2.941
C 4.107 1.569 1.629
C -0.789 -2.286 1.476
C 4.738 -2.187 -2.460
Te 3.144 -0.170 0.977
C 5.591 -1.261 -3.050
C 0.080 4.496 2.584
C -1.163 2.596 1.815
H -0.797 -4.196 -1.852
C 4.017 -1.845 -1.324
H -1.825 -2.700 3.986
C 1.786 -0.266 -3.816
C 0.849 4.488 1.421
C 1.413 1.508 3.560
H 0.358 -3.280 -3.369
C 5.732 2.486 3.122
C -0.391 2.565 0.638
H -1.974 1.887 1.946
H 6.163 -1.539 -3.925
N 0.958 -0.475 -1.594
H 5.221 0.402 3.070
H 4.432 4.888 1.113
H 1.505 -1.943 -5.118
N -0.186 -1.773 0.378
C -0.943 -1.030 5.013
H -1.596 0.986 -0.195
H 1.268 2.367 -2.585
C -0.174 -2.433 -0.808
H 1.422 2.008 2.595
C 1.581 0.255 -2.537
H 6.460 2.357 3.911
Re 0.514 0.119 0.445
C 1.352 -1.533 -4.128
H 3.167 2.950 0.258
H -0.590 1.822 -1.443
H 5.178 1.344 -0.920
C -0.647 -1.466 2.697
C 5.745 0.004 -2.501
N 0.577 6.214 4.455
H 3.401 -2.588 -0.828
C -1.425 -4.197 0.200
C -0.793 -3.661 -0.914
H -1.919 -5.158 0.130
C 2.016 1.651 -2.236
H 0.140 0.665 5.736
C 0.441 0.380 3.639
C 4.586 3.909 1.548
H 2.949 1.872 -2.751
H 1.612 5.241 1.282
N 0.130 -0.350 2.542
C 0.358 5.465 3.612
C 5.031 1.382 2.651
H 4.661 -3.189 -2.863
C 3.873 2.819 1.066
C 5.033 0.367 -1.362
C 5.508 3.741 2.575
C -0.940 3.558 2.774
H 2.165 1.793 -1.167
H -1.555 3.605 3.663
H -1.378 -1.279 5.973
H -1.909 -3.928 2.274
H 2.416 1.119 3.757
C 4.166 -0.563 -0.808
C -0.660 1.551 -0.394
C 0.612 3.531 0.454
*
```

3.
Entry from OMol25: a molecular structure, C37H32BrCoF3N4O3 in a non-equilibrium geometry (wB97M-V/def2-TZVPD).

For the HOMO energy (alpha / beta), the calculation gives -2.64 / -3.32 eV. The expectation value of S² is 6.09. For the LUMO energy (alpha / beta), the calculation gives 2.48 / 2.33 eV. The value obtained for the molar mass is 776.52 g/mol. As for the HOMO-LUMO gap (alpha / beta): 5.118 / 5.646 eV.

```
! RIJCOSX wB97M-V def2-TZVPD def2/J DEFGRID3
* xyz -1 5
H 0.477 5.516 -0.476
C -1.388 -4.463 2.055
C -5.310 -0.222 -2.715
H 1.399 -4.100 0.212
H 5.840 0.814 4.109
H -2.700 0.130 -3.563
C 2.561 2.702 1.462
H -5.291 0.611 -0.134
F -5.012 -0.582 -3.974
H -2.147 -0.826 0.791
H -1.876 -6.198 3.199
H -0.875 1.131 -2.197
C -2.067 -1.858 1.117
C 2.658 -2.795 -3.254
H -2.186 -1.868 2.196
C 2.790 -2.900 -1.885
H 4.078 3.931 0.551
C -3.057 5.282 -1.934
C 3.110 1.705 2.308
H 1.564 0.136 -0.940
F -5.853 -1.332 -2.135
C 0.031 -6.393 2.254
C 2.688 -0.226 3.506
C -2.362 6.474 -2.042
H -4.051 5.201 -2.349
C -1.142 -5.728 2.558
C 2.146 -1.639 -3.816
C -0.493 3.174 -0.111
C -3.298 1.259 0.079
H 3.608 4.435 2.180
C 4.418 1.759 2.831
C -4.173 0.335 -1.970
Br 1.216 1.031 -3.823
H 0.104 -1.446 2.381
O -0.994 1.859 0.181
N -2.066 1.406 -0.533
C -2.508 4.180 -1.310
C 0.938 -5.784 1.406
C 4.839 0.786 3.701
C -4.335 0.739 -0.615
H -1.530 -3.007 -1.221
N 1.368 2.415 0.939
H 0.222 -2.881 -1.222
C -1.082 6.547 -1.502
H -0.760 -1.410 -1.214
C -0.478 -3.821 1.218
C -0.686 -2.430 -0.841
H 5.079 2.553 2.522
H -2.877 -2.427 0.665
N 2.265 0.688 2.646
C 1.865 -0.684 -1.604
N 0.705 3.391 0.334
C 3.953 -0.227 4.067
Co 0.788 0.528 1.161
H -3.118 3.295 -1.255
C -0.701 -2.410 0.691
C -1.870 0.979 -1.829
C 1.782 -0.591 -2.979
H 3.218 -3.786 -1.438
H 0.233 -7.372 2.666
H -0.523 7.471 -1.567
H 4.236 -0.987 4.778
C 0.327 -1.417 1.295
C 2.630 -2.028 0.417
C -2.881 0.459 -2.553
H 2.964 -3.612 -3.895
O 3.759 -2.371 0.740
C 0.675 -4.531 0.884
H 1.981 -0.998 3.778
C 3.237 4.025 1.241
C -1.207 4.227 -0.771
C 2.360 -1.860 -1.050
F -6.374 0.629 -2.822
H -2.318 -3.992 2.326
H 1.861 -6.283 1.144
H -3.355 1.578 1.104
H 2.043 -1.539 -4.887
H -2.803 7.331 -2.533
H 2.523 4.721 0.811
C -0.517 5.456 -0.891
O 1.723 -1.868 1.345
*
```